1.
Molecular formula: C25H47AlCl2NO3Si2
Method: DFT, ωB97M-V/def2-TZVPD

Structure (XYZ):
```
81
Properties=species:S:1:pos:R:3:forces:R:3
O 2.332 0.507 0.774 0.184 2.348 -1.095
O 2.453 1.286 -4.328 -0.564 -0.277 -1.203
C 2.774 1.903 0.968 -1.062 -0.608 -0.444
C 3.587 1.866 2.222 0.126 0.386 0.138
H 1.849 2.495 1.110 0.308 -0.215 0.020
H 3.275 2.358 0.073 -0.308 -0.699 0.831
H 2.966 1.501 3.053 0.246 0.082 -0.251
H 3.922 2.880 2.454 0.320 -0.187 0.180
H 4.416 1.168 2.061 0.072 0.336 0.289
C 3.017 -0.249 -0.229 -0.090 -0.944 0.247
C 4.120 0.406 -1.070 -0.719 -0.354 0.326
H 2.235 -0.683 -0.876 0.241 0.145 -0.097
H 3.404 -1.086 0.366 0.352 -0.106 -0.447
H 3.673 1.047 -1.850 0.431 -0.288 0.213
H 4.675 -0.443 -1.522 -0.151 0.769 0.105
H 4.763 1.002 -0.410 0.183 -0.288 -0.422
C 1.512 0.212 -4.449 0.522 0.147 0.292
C 1.825 2.565 -4.395 0.281 0.075 0.414
C 2.266 -1.099 -4.562 0.082 -0.093 0.157
H 0.823 0.320 -5.312 0.404 0.301 0.344
H 0.929 0.227 -3.517 -0.378 -0.192 -0.121
H 3.032 -1.067 -5.346 -0.250 0.097 0.132
H 1.561 -1.898 -4.796 0.033 -0.026 -0.044
H 2.754 -1.365 -3.618 0.005 0.130 -0.135
C 2.790 3.624 -4.903 0.010 -0.002 -0.105
H 1.561 2.784 -3.353 -0.423 0.368 -0.030
H 0.908 2.575 -5.021 0.412 -0.285 0.279
H 3.713 3.663 -4.313 -0.198 -0.145 -0.123
H 2.307 4.602 -4.823 0.052 -0.072 -0.037
H 3.044 3.460 -5.959 -0.015 -0.029 0.304
H 0.252 0.616 0.198 1.594 -0.305 0.418
Al -0.557 -0.160 1.589 -0.667 0.164 2.063
C -0.446 1.236 -0.314 -0.393 0.576 -0.668
Si -2.101 2.073 -0.605 -0.747 0.790 -0.429
H -0.029 2.266 -0.256 0.837 -1.113 -0.084
H -0.366 0.799 -1.327 0.444 0.376 0.414
C -1.571 3.869 -0.868 -0.131 -0.434 0.080
C -3.463 2.044 0.620 -0.362 -0.030 0.370
C -2.647 1.337 -2.220 -0.164 0.038 -0.056
C 0.809 -1.267 2.379 0.560 -0.001 0.217
Si 0.909 -3.020 1.720 0.395 -0.397 0.358
H 0.539 -1.337 3.452 -0.268 -0.018 -0.387
H 1.834 -0.846 2.414 -0.722 -0.142 -0.317
C 2.657 -3.663 2.002 -0.161 0.025 0.100
C 0.547 -3.170 -0.124 -0.122 -0.101 -0.325
C -0.312 -4.116 2.643 0.030 0.028 0.085
H -1.814 1.034 -2.866 -0.188 0.123 0.060
H -3.228 2.103 -2.742 -0.086 -0.238 -0.117
H -3.285 0.466 -2.037 -0.015 0.043 -0.168
H -1.182 4.306 0.063 -0.118 -0.020 -0.230
H -2.470 4.419 -1.169 0.237 0.121 0.014
H -0.806 3.965 -1.653 -0.240 0.030 0.176
H -3.150 2.338 1.627 -0.084 -0.025 -0.142
H -3.951 1.063 0.665 -0.044 0.166 0.066
H -4.194 2.786 0.252 0.107 -0.298 0.208
H 1.422 -3.602 -0.636 -0.322 0.165 0.088
H 0.322 -2.214 -0.619 0.046 -0.089 -0.020
H -0.307 -3.846 -0.292 0.252 0.173 -0.033
H -0.194 -5.166 2.329 -0.108 0.326 0.111
H -1.358 -3.815 2.473 0.233 -0.120 0.056
H -0.112 -4.056 3.724 -0.111 -0.084 -0.282
H 2.650 -4.760 2.080 0.140 0.270 -0.058
H 3.046 -3.245 2.941 0.011 -0.201 -0.194
H 3.328 -3.365 1.184 -0.122 -0.114 0.234
Cl -2.827 1.921 5.244 0.010 0.244 0.241
C -3.310 0.548 4.368 0.597 -1.036 -1.154
C -4.501 -0.132 4.665 -0.191 -0.783 -0.726
C -4.936 -1.191 3.873 0.675 0.615 0.223
Cl -6.413 -1.967 4.245 -0.386 -0.204 0.114
C -4.194 -1.627 2.735 0.507 0.583 0.497
C -4.606 -2.578 1.792 0.041 -0.188 -0.188
C -3.859 -2.753 0.646 0.340 -0.026 -0.362
C -2.677 -2.024 0.418 0.037 0.658 1.308
N -2.195 -1.180 1.358 -1.030 -0.875 -0.857
C -2.944 -0.985 2.504 -0.373 0.685 -0.111
C -2.499 0.104 3.309 -0.502 0.537 0.614
O -1.392 0.745 2.955 0.425 -0.373 -1.131
H -5.098 0.190 5.504 -0.096 0.015 0.057
H -5.521 -3.148 1.962 0.254 0.191 -0.121
H -4.157 -3.456 -0.120 -0.117 0.029 0.067
H -2.126 -2.097 -0.514 -0.004 -0.129 0.204
```
Forces are in eV/Å.

Its total charge is +1. The spin multiplicity is 1. The calculation puts the HOMO energy at -11.0 eV.

2.
Molecular formula: C25H47B3BrNO5PSi
Method: DFT, ωB97M-V/def2-TZVPD

Structure (XYZ):
```
84
Properties=species:S:1:pos:R:3:forces:R:3
C 2.632 -4.096 -3.054 -0.260 -0.076 -0.372
Si 2.071 -2.285 -2.871 0.156 0.595 0.152
C 2.876 -1.119 -4.163 0.095 -0.522 -0.201
C 2.584 -1.589 -1.141 -0.771 -0.301 0.087
C 1.579 -0.404 -0.826 1.311 -0.346 0.345
C 2.070 0.603 0.298 -2.083 0.223 -0.559
C 0.887 0.688 1.367 0.945 -0.031 0.016
C 1.070 -0.509 2.388 -0.698 0.165 -0.613
C -0.145 -1.518 2.444 0.507 -0.903 0.639
C 0.286 -3.030 2.142 -0.175 -0.039 0.219
C 0.082 -4.000 3.384 0.155 -0.824 0.146
B 1.339 -4.999 3.486 -0.449 -0.886 0.939
O 1.478 -6.170 2.695 1.005 2.230 -0.939
B 2.707 -6.009 1.985 0.019 -1.512 1.537
O 3.873 -5.837 2.768 -1.354 1.776 -0.365
B 3.599 -4.694 3.582 -0.655 -1.741 -0.337
P 4.870 -3.240 3.536 0.820 1.028 1.052
O 4.057 -1.778 3.294 0.494 -1.028 -0.876
Br 6.091 -3.557 1.670 -0.710 0.083 0.229
O 2.439 -4.728 4.377 0.231 0.996 -2.053
C 0.154 -2.103 -2.909 -1.352 -0.208 -0.097
C -0.597 -3.086 -2.137 -1.309 1.683 -1.052
C -2.060 -3.002 -2.072 1.798 1.351 -0.850
C -2.703 -1.918 -2.781 1.108 -0.096 -0.077
C -1.964 -0.944 -3.576 0.981 -0.948 0.941
C -0.521 -1.018 -3.645 -0.782 -2.111 1.649
H 1.790 -4.752 -3.411 0.773 0.549 0.526
H 2.999 -4.427 -2.047 -0.187 -0.001 -1.055
H 3.429 -4.171 -3.842 -0.510 0.006 0.938
H 2.598 -1.431 -5.208 0.128 0.510 0.922
H 3.987 -1.281 -4.084 -0.966 0.428 -0.015
H 2.606 -0.044 -3.971 0.401 -0.982 -0.322
H 2.420 -2.413 -0.389 0.300 0.749 -0.502
H 3.664 -1.301 -1.110 -0.829 -0.076 -0.043
H 0.630 -0.886 -0.472 0.683 0.586 -0.711
H 1.436 0.167 -1.783 -0.305 -0.445 0.928
H 3.024 0.260 0.761 -0.691 0.570 -0.301
H 2.142 1.616 -0.179 0.530 -0.838 0.498
H -0.116 0.614 0.855 0.999 0.062 0.314
H 0.914 1.696 1.861 0.004 -0.907 -0.114
H 1.266 -0.081 3.399 0.036 -0.549 -0.726
H 1.957 -1.097 2.039 -0.724 0.626 0.596
H -0.991 -1.271 1.759 0.742 0.130 0.489
H -0.534 -1.532 3.498 0.079 0.152 -1.051
H 1.368 -3.110 1.842 -0.821 0.498 0.069
H -0.304 -3.418 1.268 0.581 0.262 0.819
H -0.855 -4.610 3.252 0.806 0.685 0.225
H 0.038 -3.464 4.367 -0.116 -0.180 -0.964
H 2.759 -6.023 0.802 -0.033 -0.136 -0.053
H 4.133 -1.532 2.350 -0.241 -0.090 0.541
H -0.040 -3.880 -1.587 -0.619 0.640 -0.519
H -2.622 -3.740 -1.459 0.333 0.733 -0.652
H -3.810 -1.820 -2.721 0.947 -0.124 -0.118
H -2.511 -0.124 -4.098 0.461 -0.866 0.446
H 0.137 -0.315 -4.195 -0.868 -0.416 0.267
C -2.855 6.177 1.009 -0.562 0.009 -0.074
C -1.844 4.992 0.990 -0.754 4.091 1.788
C -0.886 5.081 -0.229 0.197 -1.241 -0.967
C -1.442 4.557 -1.550 -0.290 0.193 0.115
C -2.078 3.184 -1.372 1.315 0.517 0.301
C -3.153 3.182 -0.268 -4.187 -0.560 -1.734
N -2.605 3.702 1.035 6.373 -2.699 -2.611
O -1.876 2.838 1.509 -2.165 0.640 1.284
C -4.355 4.027 -0.750 0.046 0.582 0.195
C -3.739 1.764 -0.121 0.629 -0.297 0.711
C -0.971 5.233 2.242 0.156 -1.110 0.142
H -3.895 5.857 0.954 0.073 -0.037 -0.152
H -2.804 6.734 1.946 0.238 -0.110 -0.113
H -2.678 6.881 0.196 -0.006 -0.088 -0.019
H 0.022 4.505 -0.011 -0.174 -0.067 0.271
H -0.560 6.113 -0.363 -0.279 0.046 0.432
H -2.160 5.269 -1.966 -0.007 -0.074 -0.012
H -0.631 4.488 -2.279 -0.012 0.014 0.072
H -2.517 2.860 -2.317 -0.389 -0.058 0.316
H -1.294 2.453 -1.140 -0.128 -0.046 0.222
H -5.134 4.072 0.014 0.032 -0.035 -0.040
H -4.797 3.582 -1.641 0.180 -0.178 0.121
H -4.093 5.047 -1.025 0.026 -0.034 0.073
H -2.976 1.012 0.090 0.015 0.092 0.056
H -4.228 1.456 -1.046 0.098 0.310 -0.011
H -4.486 1.727 0.675 0.046 0.043 -0.043
H -1.552 5.121 3.161 -0.025 0.027 -0.071
H -0.565 6.244 2.225 -0.244 -0.001 -0.251
H -0.117 4.555 2.295 -0.122 -0.061 0.001
```
Forces are in eV/Å.

Its total charge is +1. The calculation puts the energy above the lowest of the compared OMol25 structures with the same formula, charge and spin at 378.3 kJ/mol. The spin multiplicity is 1. The calculation puts the HOMO energy at -10.2 eV.

| no. | Kohn-Sham gap (eV) | LUMO level (Ha) |
| --- | --- | --- |
| 1 | 7.07 | -0.143 |
| 2 | 3.02 | -0.263 |